Below is a single C4H7NO molecule at a distorted geometry, with properties calculated with ωB97M-V with the def2-TZVPD basis set.

Last column: natural (NBO) charge in e.
Geometry (Å):
C: -0.6229 -1.1414 -0.0738  -0.27
C: -0.1238 1.3060 -0.1034  -0.27
C: 1.1607 0.5386 0.2593  0.07
C: 0.8082 -0.9697 0.0061  0.04
H: -1.0280 -1.3208 0.9550  0.20
H: -0.8354 -1.8070 -0.9403  0.21
H: -2.2397 0.2953 -0.3259  0.38
H: -0.5609 1.6318 0.7812  0.18
H: -0.4484 2.0281 -1.0182  0.22
H: 1.9922 0.8739 1.1113  0.19
H: 1.4487 -1.5396 0.6113  0.19
N: -1.0741 0.1873 -0.3932  -0.67
O: 1.5233 -0.0824 -0.8693  -0.48

Computed properties:
Maximum force (eV Å⁻¹): 4.75
Kohn-Sham gap (eV): 9.03
E_tot (hartree): -286.4521
ΔE to the lowest compared entry with this formula, charge and spin (kcal/mol): 112.68